The following is a quantum chemistry calculation of 7 unconnected molecules or ions with the total composition C27H58BI2N2O20 in a non-equilibrium geometry, from the OMol25 dataset.

Bonds (Å) are listed after each position.
Cartesian coordinates (Å):
1 C -1.8891 -2.2618 -1.1933  C2 1.609, H11 1.130, H12 1.138, H13 1.144
2 C -2.7014 -1.9342 -2.5436  C1 1.609, I3 2.183, C4 1.585, H14 1.139
3 I -2.5200 -3.5211 -4.0323  C2 2.183
4 C -2.4254 -0.4792 -3.1089  C2 1.585, I5 2.207, N6 1.519, H15 1.141
5 I -3.3050 0.9120 -1.6388  C4 2.207
6 N -0.9671 -0.1790 -3.4106  C4 1.519, O7 1.382, B8 1.548, H16 1.045
7 O -0.4654 0.9238 -2.7455  N6 1.382, H17 0.982
8 B -0.6625 -0.1235 -4.9277  N6 1.548, N9 1.488, O10 1.405
9 N -0.5674 1.1350 -5.7156  B8 1.488, H18 1.038, H19 1.030
10 O -0.4118 -1.3188 -5.6225  B8 1.405, H20 0.982
11 H -2.1512 -1.5522 -0.3535  C1 1.130
12 H -2.1323 -3.3461 -0.9471  C1 1.138
13 H -0.7596 -2.2563 -1.3763  C1 1.144
14 H -3.7963 -1.9451 -2.2289  C2 1.139
15 H -3.0020 -0.2669 -4.0698  C4 1.141
16 H -0.3922 -0.9773 -3.0593  N6 1.045
17 H -0.7815 1.7504 -3.1716  O7 0.982
18 H 0.2504 1.6359 -5.3176  N9 1.038
19 H -1.3988 1.7342 -5.6108  N9 1.030
20 H -0.1521 -1.0587 -6.5329  O10 0.982
21 C -3.7959 1.0578 5.6234  C22 1.522, H28 1.085, H29 1.085, H30 1.092
22 C -2.9355 1.4215 4.4218  C21 1.522, O23 1.436, H31 1.091, H32 1.093
23 O -3.6349 1.1765 3.1913  C22 1.436, C24 1.340
24 C -4.5626 2.0869 2.8647  O23 1.340, O25 1.203, O26 1.343
25 O -4.8442 3.0707 3.4967  C24 1.203
26 O -5.1445 1.6954 1.7192  C24 1.343, C27 1.429
27 C -6.2296 2.5305 1.3085  O26 1.429, H33 1.091, H34 1.091, H35 1.090
28 H -4.1442 0.0351 5.5218  C21 1.085
29 H -3.2239 1.1648 6.5391  C21 1.085
30 H -4.6770 1.6993 5.6868  C21 1.092
31 H -2.0475 0.7880 4.4063  C22 1.091
32 H -2.5933 2.4588 4.4683  C22 1.093
33 H -5.9267 3.5773 1.2551  C27 1.091
34 H -7.0714 2.4088 1.9920  C27 1.091
35 H -6.5404 2.2093 0.3143  C27 1.090
36 C -7.0125 4.9627 -6.4319  C37 1.516, H43 1.092, H44 1.091, H45 1.091
37 C -5.7261 4.1719 -6.5631  C36 1.516, O38 1.437, H46 1.091, H47 1.093
38 O -4.6806 4.7462 -5.7617  C37 1.437, C39 1.338
39 C -4.7550 4.4974 -4.4495  O38 1.338, O40 1.206, O41 1.343
40 O -5.6000 3.8388 -3.8964  C39 1.206
41 O -3.7353 5.1304 -3.8475  C39 1.343, C42 1.426
42 C -3.7553 5.0286 -2.4251  O41 1.426, H48 1.091, H49 1.091, H50 1.090
43 H -6.8395 6.0170 -6.6594  C36 1.092
44 H -7.7734 4.5738 -7.1108  C36 1.091
45 H -7.4062 4.9172 -5.4151  C36 1.091
46 H -5.3804 4.2092 -7.5970  C37 1.091
47 H -5.8706 3.1194 -6.3070  C37 1.093
48 H -3.8164 3.9874 -2.1058  C42 1.091
49 H -4.5909 5.6033 -2.0218  C42 1.091
50 H -2.8269 5.4543 -2.0452  C42 1.090
51 C 0.5638 2.0139 0.0913  C52 1.515, H58 1.093, H59 1.092, H60 1.092
52 C 1.1903 2.8964 1.1520  C51 1.515, O53 1.431, H61 1.091, H62 1.092
53 O 2.5271 2.4704 1.4357  C52 1.431, C54 1.341
54 C 3.4441 2.8180 0.5211  O53 1.341, O55 1.205, O56 1.341
55 O 3.2392 3.4487 -0.4850  C54 1.205
56 O 4.6271 2.3155 0.9045  C54 1.341, C57 1.429
57 C 5.6767 2.5276 -0.0411  O56 1.429, H63 1.091, H64 1.092, H65 1.089
58 H 0.6233 0.9619 0.3826  C51 1.093
59 H -0.4843 2.2791 -0.0651  C51 1.092
60 H 1.0859 2.1090 -0.8631  C51 1.092
61 H 0.6277 2.8061 2.0822  C52 1.091
62 H 1.1733 3.9504 0.8652  C52 1.092
63 H 5.7668 3.5822 -0.3041  C57 1.091
64 H 5.5013 1.9225 -0.9331  C57 1.092
65 H 6.6100 2.2053 0.4192  C57 1.089
66 C 5.5179 -3.8543 -3.0305  C67 1.516, H73 1.092, H74 1.092, H75 1.092
67 C 4.2331 -4.2813 -2.3485  C66 1.516, O68 1.436, H76 1.091, H77 1.093
68 O 4.1467 -3.7413 -1.0208  C67 1.436, C69 1.337
69 C 3.8134 -2.4490 -0.9417  O68 1.337, O70 1.209, O71 1.340
70 O 3.5744 -1.7158 -1.8729  C69 1.209
71 O 3.8134 -2.0985 0.3513  C69 1.340, C72 1.427
72 C 3.5708 -0.7097 0.5724  O71 1.427, H78 1.092, H79 1.090, H80 1.089
73 H 6.3848 -4.1099 -2.4171  C66 1.092
74 H 5.6173 -4.3397 -4.0032  C66 1.092
75 H 5.5463 -2.7739 -3.1836  C66 1.092
76 H 4.2210 -5.3668 -2.2436  C67 1.091
77 H 3.3528 -4.0025 -2.9333  C67 1.093
78 H 2.6537 -0.3833 0.0783  C72 1.092
79 H 4.4231 -0.1243 0.2261  C72 1.090
80 H 3.4575 -0.5541 1.6445  C72 1.089
81 C 11.2595 -7.0041 -2.4643  C82 1.516, H88 1.093, H89 1.092, H90 1.091
82 C 10.1512 -6.6071 -3.4193  C81 1.516, O83 1.435, H91 1.091, H92 1.093
83 O 9.6650 -5.2882 -3.1284  C82 1.435, C84 1.342
84 C 10.4479 -4.2787 -3.5403  O83 1.342, O85 1.204, O86 1.344
85 O 11.4941 -4.3869 -4.1255  C84 1.204
86 O 9.8767 -3.1224 -3.1607  C84 1.344, C87 1.427
87 C 10.6651 -1.9687 -3.4499  O86 1.427, H93 1.091, H94 1.092, H95 1.090
88 H 10.9302 -6.8964 -1.4280  C81 1.093
89 H 11.5612 -8.0392 -2.6347  C81 1.092
90 H 12.1375 -6.3676 -2.5867  C81 1.091
91 H 9.3050 -7.2843 -3.2951  C82 1.091
92 H 10.4718 -6.6758 -4.4615  C82 1.093
93 H 10.9503 -1.9363 -4.5024  C87 1.091
94 H 11.5504 -1.9538 -2.8115  C87 1.092
95 H 10.0621 -1.0886 -3.2280  C87 1.090
96 C -7.0366 -0.3322 12.1779  C97 1.516, H103 1.093, H104 1.092, H105 1.091
97 C -7.1429 -1.5119 11.2317  C96 1.516, O98 1.435, H106 1.091, H107 1.093
98 O -6.9669 -1.0995 9.8685  C97 1.435, C99 1.340
99 C -5.7031 -0.8545 9.4973  O98 1.340, O100 1.205, O101 1.342
100 O -4.7254 -0.9576 10.1942  C99 1.205
101 O -5.7157 -0.4478 8.2182  C99 1.342, C102 1.432
102 C -4.4326 -0.0538 7.7196  O101 1.432, H108 1.094, H109 1.093, H110 1.131
103 H -7.7313 0.4586 11.8849  C96 1.093
104 H -7.2599 -0.6391 13.2014  C96 1.092
105 H -6.0354 0.1019 12.1620  C96 1.091
106 H -8.1428 -1.9428 11.2989  C97 1.091
107 H -6.4319 -2.3009 11.4878  C97 1.093
108 H -3.6895 -0.8417 7.8735  C102 1.094
109 H -4.1173 0.8720 8.2067  C102 1.093
110 H -4.5233 0.1358 6.6085  C102 1.131

As for the HOMO energy: -11.831 eV. Its charge is +1. The gap between HOMO and LUMO comes out at 7.951 eV. The value obtained for the total energy is -3297.8953 Eh. The lowest unoccupied orbital energy is -0.1426 Eh.